Record 1
{"formula": "C3H8F2N2", "method": "ωB97M-V/def2-TZVPD", "species": ["F", "C", "C", "C", "N", "N", "F", "H", "H", "H", "H", "H", "H", "H", "H"], "coordinates": [[-2.67, 0.52, -0.57], [-2.04, -0.55, 0.07], [-0.69, -0.23, 0.49], [0.16, 0.21, -0.68], [1.31, 1.01, -0.30], [2.25, -0.16, 0.42], [3.22, -0.61, -0.58], [-2.68, -0.83, 0.88], [-2.12, -1.43, -0.66], [-0.68, 0.74, 1.14], [-0.08, -1.09, 1.09], [-0.40, 0.89, -1.47], [0.60, -0.64, -1.29], [1.09, 1.64, 0.43], [2.72, 0.55, 1.03]], "lowdin_charge": [-0.0632, -0.2651, -0.2230, -0.3095, -0.0243, 0.0336, -0.1404, 0.1036, 0.1454, 0.1389, 0.1664, 0.1522, 0.1283, 0.0554, 0.1016], "de_lowest_kj_mol": 451.93, "smiles": "FCCCNNF", "max_force_ha_per_bohr": 0.100}

Record 2
{"formula": "C13H19BMoN6O2S3", "method": "ωB97M-V/def2-TZVPD", "species": ["Mo", "C", "N", "C", "C", "N", "B", "N", "C", "C", "N", "C", "C", "S", "C", "S", "H", "H", "H", "H", "H", "H", "H", "H", "H", "H", "H", "H", "N", "C", "C", "O", "O", "H", "H", "H", "H", "S", "C", "C", "N", "C", "H", "H", "H"], "coordinates": [[-0.38, -0.93, -0.60], [2.48, 0.18, -3.44], [2.26, 1.26, -2.49], [2.28, 2.60, -2.77], [2.00, 3.24, -1.60], [1.81, 2.31, -0.62], [1.69, 2.69, 0.89], [0.44, 2.06, 1.63], [0.39, 2.19, 3.00], [-0.85, 1.88, 3.42], [-1.58, 1.54, 2.31], [-2.99, 1.21, 2.31], [-0.77, 1.65, 1.23], [-1.28, 1.32, -0.41], [1.97, 1.12, -1.18], [1.87, -0.43, -0.37], [2.80, 0.60, -4.39], [1.55, -0.37, -3.61], [3.24, -0.50, -3.07], [2.49, 2.98, -3.75], [1.92, 4.30, -1.40], [1.55, 3.87, 0.94], [2.67, 2.28, 1.45], [1.25, 2.52, 3.56], [-1.28, 1.90, 4.41], [-3.21, 0.54, 3.15], [-3.27, 0.73, 1.38], [-3.59, 2.11, 2.43], [0.18, -3.19, -1.03], [-0.21, -3.56, -2.41], [-1.05, -2.44, -3.05], [-1.64, -2.54, -4.07], [-1.01, -1.31, -2.29], [1.18, -3.32, -0.91], [-0.27, -3.83, -0.37], [-0.80, -4.47, -2.46], [0.66, -3.69, -3.04], [-1.19, -2.30, 3.67], [-2.47, -2.61, 2.57], [-2.16, -2.13, 1.35], [-0.92, -1.52, 1.27], [-0.30, -1.55, 2.44], [-3.37, -3.12, 2.87], [-2.80, -2.15, 0.47], [0.68, -1.12, 2.59]], "lowdin_spin": [1.6953, 0.0001, -0.0005, -0.0039, -0.0004, -0.0022, 0.0005, 0.0018, -0.0005, 0.0008, 0.0013, 0.0022, 0.0178, 0.0870, 0.0200, 0.0149, 0.0000, 0.0001, 0.0001, -0.0002, 0.0000, -0.0001, -0.0002, 0.0000, 0.0002, 0.0001, 0.0016, 0.0000, 0.0097, 0.0055, 0.0111, -0.0007, 0.0502, 0.0032, 0.0018, -0.0002, 0.0000, 0.0208, -0.0010, 0.0129, 0.0149, 0.0346, -0.0001, 0.0014, 0.0007], "de_lowest_kj_mol": 78.10, "charge": 2, "spin_multiplicity": 3, "max_force_ha_per_bohr": 0.031}

Record 3
{"formula": "H3NO2", "method": "ωB97M-V/def2-TZVPD", "species": ["N", "O", "H", "O", "H", "H"], "coordinates": [[1.53, -0.45, -0.05], [0.93, 0.55, 0.00], [2.61, -0.39, 0.31], [-2.11, 0.02, 0.00], [-1.23, -0.30, -0.16], [-2.65, -0.70, 0.16]], "lowdin_charge": [-0.0135, -0.0436, 0.0999, -0.0249, -0.0108, -0.0071], "de_lowest_kj_mol": 16.16, "smiles": "N=O.O", "max_force_ha_per_bohr": 0.051}

Record 4
{"formula": "C8H14F6N4O7S2", "method": "ωB97M-V/def2-TZVPD", "species": ["N", "C", "N", "N", "C", "C", "C", "O", "C", "C", "O", "O", "H", "H", "H", "H", "H", "H", "H", "H", "H", "H", "H", "H", "H", "H", "C", "F", "F", "F", "S", "O", "O", "N", "S", "O", "O", "C", "F", "F", "F"], "coordinates": [[5.00, -2.57, 0.24], [4.40, -2.07, -1.05], [5.22, -2.14, -2.18], [3.02, -1.50, -1.27], [2.04, -1.84, -0.18], [0.68, -2.51, -0.89], [-0.65, -1.75, -0.23], [-0.98, -0.49, -0.97], [3.02, -0.05, -1.66], [3.46, 1.01, -0.49], [3.69, 2.29, -0.88], [3.58, 0.74, 0.95], [5.59, -3.41, -0.05], [5.72, -1.87, 0.56], [4.95, -2.61, -3.08], [6.20, -1.76, -2.08], [2.39, -2.63, 0.61], [1.63, -0.91, 0.43], [0.74, -2.36, -2.05], [0.56, -3.65, -0.57], [-0.48, -1.47, 0.92], [-1.57, -2.46, -0.30], [-1.84, -0.61, -1.47], [3.79, 0.10, -2.55], [1.96, 0.27, -2.08], [4.48, 1.00, 1.32], [-2.77, 1.11, 2.89], [-2.30, -0.02, 3.49], [-3.10, 1.97, 3.90], [-1.70, 1.68, 2.25], [-4.17, 0.80, 1.76], [-5.21, 0.22, 2.61], [-3.62, -0.11, 0.75], [-4.38, 2.30, 1.30], [-5.56, 2.46, 0.26], [-6.92, 2.24, 0.77], [-5.32, 1.93, -1.08], [-5.43, 4.27, 0.06], [-4.20, 4.66, -0.40], [-5.61, 4.94, 1.24], [-6.35, 4.79, -0.81]], "lowdin_charge": [0.1107, -0.1886, 0.1514, -0.0569, -0.1676, -0.1284, -0.2183, -0.1457, -0.0518, -0.2301, -0.0057, 0.0010, 0.1168, 0.1221, 0.1494, 0.1521, 0.1362, 0.1394, 0.1198, 0.1181, 0.1413, 0.1325, 0.1109, 0.1569, 0.1791, 0.1366, -0.6106, 0.0930, 0.0968, 0.0868, 0.5993, -0.2961, -0.3215, -0.2975, 0.5999, -0.2977, -0.3104, -0.6099, 0.0897, 0.0942, 0.1029], "max_force_ha_per_bohr": 0.179, "energy_ha": -2454.2029}

Record 5
{"formula": "C3H8ClNO2S", "method": "ωB97M-V/def2-TZVPD", "species": ["C", "C", "C", "N", "O", "O", "S", "Cl", "H", "H", "H", "H", "H", "H", "H", "H"], "coordinates": [[2.21, -0.37, 1.19], [-1.49, 0.61, -1.46], [1.21, 0.09, 0.09], [-0.51, -0.84, 0.69], [-2.95, -0.37, 0.39], [-1.23, 1.45, 1.02], [-1.64, 0.28, 0.26], [-0.73, -2.31, -0.07], [3.06, -0.68, 0.63], [2.54, 0.54, 1.76], [1.76, -1.32, 1.66], [-1.82, -0.34, -1.88], [-2.06, 1.50, -1.80], [-0.48, 0.84, -1.79], [0.68, 1.06, 0.26], [1.45, -0.13, -0.95]], "lowdin_charge": [-0.1020, -0.1700, -0.0335, -0.6646, -0.3473, -0.3389, 0.4766, 0.6113, 0.0434, 0.0930, 0.1005, 0.0521, 0.0906, 0.0447, 0.0633, 0.0807], "de_lowest_kj_mol": 270.05, "max_force_ha_per_bohr": 0.077}

Record 6
{"formula": "C35H41ClNO15", "method": "ωB97M-V/def2-TZVPD", "species": ["C", "C", "C", "O", "C", "C", "C", "C", "C", "C", "C", "C", "O", "C", "C", "C", "C", "C", "Cl", "N", "O", "C", "H", "H", "H", "H", "H", "H", "H", "H", "H", "H", "H", "H", "H", "H", "H", "H", "H", "H", "H", "H", "H", "H", "H", "H", "H", "H", "H", "H", "H", "C", "C", "C", "O", "C", "C", "C", "O", "O", "O", "H", "H", "H", "H", "C", "C", "C", "O", "C", "C", "C", "O", "O", "O", "H", "H", "H", "H", "C", "C", "C", "O", "C", "C", "C", "O", "O", "O", "H", "H", "H", "H"], "coordinates": [[4.34, -0.86, 1.37], [3.97, 0.01, 0.17], [3.39, 1.34, 0.57], [3.35, 2.21, -0.56], [2.08, 2.74, -0.85], [1.12, 1.66, -1.27], [1.50, 0.70, -2.19], [0.62, -0.33, -2.53], [1.12, -1.35, -3.52], [2.15, -2.34, -2.92], [1.97, -3.79, -3.39], [1.64, -4.77, -2.28], [2.63, -4.78, -1.26], [2.16, -4.33, -0.01], [-0.66, -0.38, -1.96], [-1.67, -1.45, -2.27], [-2.39, -2.08, -1.05], [-1.88, -3.49, -0.78], [-4.13, -2.21, -1.46], [-1.00, 0.62, -1.12], [-2.25, 0.70, -0.55], [-0.16, 1.60, -0.75], [3.47, -1.02, 2.01], [5.17, -0.44, 1.93], [4.66, -1.83, 1.01], [4.86, 0.19, -0.43], [3.29, -0.56, -0.47], [2.42, 1.24, 1.05], [4.06, 1.77, 1.32], [1.67, 3.31, -0.01], [2.22, 3.44, -1.67], [2.48, 0.70, -2.63], [0.32, -1.84, -4.06], [1.65, -0.77, -4.28], [2.18, -2.26, -1.84], [3.13, -2.02, -3.26], [2.87, -4.11, -3.91], [1.17, -3.86, -4.12], [0.65, -4.57, -1.87], [1.59, -5.77, -2.72], [1.62, -3.38, -0.12], [1.47, -5.05, 0.43], [3.01, -4.17, 0.65], [-2.40, -1.08, -2.99], [-1.16, -2.25, -2.78], [-2.26, -1.52, -0.14], [-2.38, -3.86, 0.11], [-0.82, -3.41, -0.53], [-2.04, -4.13, -1.63], [-2.91, 0.63, -1.26], [-0.52, 2.33, -0.05], [-3.51, 2.18, 4.57], [-3.82, 2.97, 3.52], [-4.35, 2.40, 2.23], [-4.62, 3.18, 1.34], [-4.50, 0.96, 2.12], [-4.18, 0.17, 3.16], [-3.67, 0.75, 4.46], [-3.42, -0.03, 5.36], [-4.28, -1.15, 3.13], [-3.70, 4.28, 3.55], [-3.13, 2.58, 5.50], [-4.86, 0.56, 1.19], [-3.98, -1.47, 4.00], [-4.00, 4.60, 2.67], [-2.17, 5.36, -4.09], [-1.80, 4.19, -3.56], [-0.76, 3.31, -4.21], [-0.46, 2.26, -3.64], [-0.18, 3.73, -5.46], [-0.56, 4.90, -6.01], [-1.57, 5.80, -5.35], [-1.84, 6.85, -5.89], [-0.07, 5.35, -7.14], [-2.30, 3.72, -2.42], [-2.91, 6.00, -3.63], [0.55, 3.09, -5.92], [-0.50, 6.21, -7.32], [-1.85, 2.87, -2.27], [1.28, -1.54, 4.34], [2.35, -1.51, 5.16], [2.20, -1.46, 6.66], [3.23, -1.45, 7.31], [0.87, -1.43, 7.22], [-0.20, -1.46, 6.41], [-0.06, -1.53, 4.91], [-1.07, -1.57, 4.23], [-1.44, -1.42, 6.86], [3.60, -1.51, 4.72], [1.38, -1.57, 3.27], [0.78, -1.38, 8.29], [-2.03, -1.45, 6.08], [4.16, -1.49, 5.52]], "lowdin_charge": [-0.0871, -0.2267, -0.2053, -0.1157, -0.1597, -0.1467, 0.0691, -0.1093, -0.1166, -0.1449, -0.1542, -0.2292, -0.1672, -0.1080, -0.0822, -0.1243, -0.7107, -0.1171, 0.6603, -0.0413, 0.0775, 0.0536, 0.0510, 0.0824, 0.0742, 0.1219, 0.0845, 0.1264, 0.1326, 0.1363, 0.1442, 0.1560, 0.1061, 0.1266, 0.0849, 0.1160, 0.1171, 0.1120, 0.0973, 0.1280, 0.0608, 0.0944, 0.0876, 0.1187, 0.1083, 0.0908, 0.0847, 0.0640, 0.0855, 0.1399, 0.1639, 0.0846, -0.2346, -0.3199, 0.1044, 0.0641, -0.2305, -0.2952, 0.0977, 0.1236, 0.1250, 0.1407, 0.1305, 0.1198, 0.1229, 0.0906, -0.2242, -0.2870, 0.0759, 0.0759, -0.2266, -0.3010, 0.1402, 0.1435, 0.1077, 0.1435, 0.1372, 0.1331, 0.0741, 0.0636, -0.2330, -0.3138, 0.1187, 0.0805, -0.2288, -0.3065, 0.0895, 0.1210, 0.1124, 0.1174, 0.1400, 0.0862, 0.1263], "charge": 1, "max_force_ha_per_bohr": 0.021, "energy_ha": -3001.5164}

Record 7
{"formula": "C5H8O2", "method": "ωB97M-V/def2-TZVPD", "species": ["C", "C", "C", "O", "C", "O", "C", "H", "H", "H", "H", "H", "H", "H", "H"], "coordinates": [[1.76, -0.61, 0.36], [0.46, 0.15, 0.43], [-0.94, -0.54, 0.37], [-1.04, -1.60, -0.55], [-1.47, 0.79, -0.23], [-0.99, 0.75, -1.56], [-0.10, 1.22, -0.52], [2.61, 0.06, 0.19], [1.76, -1.39, -0.40], [1.93, -1.10, 1.33], [0.45, 0.75, 1.35], [-1.34, -0.89, 1.32], [-1.08, -1.15, -1.42], [-2.36, 1.36, 0.02], [0.33, 2.20, -0.69]], "lowdin_charge": [-0.0491, -0.2521, -0.2686, -0.0108, -0.1674, -0.0147, -0.1575, 0.0764, 0.0768, 0.0802, 0.1463, 0.1491, 0.0952, 0.1495, 0.1468], "de_lowest_kj_mol": 259.66, "smiles": "C[C@@H]1[C@H](O)[C@@H]2O[C@H]12", "max_force_ha_per_bohr": 0.008}

Record 8
{"formula": "C5H9NO2", "method": "ωB97M-V/def2-TZVPD", "species": ["O", "C", "C", "O", "C", "C", "N", "C", "H", "H", "H", "H", "H", "H", "H", "H", "H"], "coordinates": [[-2.06, -0.11, -0.98], [-1.77, -0.73, 0.34], [-0.41, -0.04, 0.87], [-0.42, 1.16, 0.34], [0.76, 1.42, -0.47], [1.72, 0.26, 0.11], [1.88, -1.01, -0.42], [0.55, -0.85, -0.31], [-2.11, 0.87, -0.54], [-1.38, -1.84, 0.07], [-2.77, -0.40, 1.07], [-0.31, -0.05, 2.06], [0.98, 2.67, -0.64], [0.62, 0.95, -1.67], [1.99, 0.29, 1.28], [2.46, -1.71, 0.17], [0.26, -0.88, -1.31]], "lowdin_charge": [-0.1682, -0.2013, -0.3392, -0.1929, -0.1100, -0.1854, -0.0186, -0.2112, 0.1509, 0.1459, 0.1650, 0.1802, 0.1719, 0.1758, 0.1676, 0.1720, 0.0975], "de_lowest_kj_mol": 985.70, "smiles": "OC[C@@H]1OC[C@@H]2N[C@H]21", "max_force_ha_per_bohr": 0.125}